Molecular formula: C39H47BN9O3SSr
Method: DFT, ωB97M-V/def2-TZVPD

Structure (XYZ):
```
101
C39H47BN9O3SSr, DFT ωB97M-V/def2-TZVPD
Sr 0.542 0.864 -0.634
C -1.092 1.695 -4.985
C -1.331 1.551 -3.607
N -0.248 1.108 -2.976
N 0.708 0.959 -3.931
C 0.219 1.311 -5.143
B 2.192 0.640 -3.589
N 2.775 1.876 -2.821
C 3.852 2.665 -3.064
C 3.795 3.749 -2.219
C 2.625 3.558 -1.470
N 2.016 2.427 -1.819
N 2.272 -0.668 -2.702
C 3.280 -1.571 -2.701
C 2.903 -2.645 -1.924
C 1.611 -2.309 -1.480
N 1.243 -1.117 -1.939
N 2.902 0.300 -4.910
C 2.589 -0.806 -5.638
C 3.372 -0.810 -6.759
C 4.153 0.361 -6.634
N 3.870 1.027 -5.527
H -1.774 2.035 -5.749
H -2.238 1.744 -3.043
H 0.836 1.265 -6.028
H 4.549 2.413 -3.845
H 4.494 4.568 -2.157
H 2.198 4.174 -0.686
H 4.187 -1.398 -3.260
H 3.468 -3.544 -1.726
H 0.930 -2.872 -0.859
H 1.836 -1.507 -5.299
H 3.376 -1.535 -7.559
H 4.912 0.742 -7.303
C -3.841 1.111 0.030
C -4.095 1.817 -1.253
C -3.506 3.049 -1.193
C -2.875 3.158 0.098
C -3.110 1.935 0.834
C -2.686 1.688 2.256
C -2.141 4.340 0.627
C -3.482 4.127 -2.239
C -4.890 1.224 -2.372
C -4.340 -0.269 0.351
H -3.069 0.722 2.604
H -3.088 2.455 2.926
H -1.596 1.700 2.360
H -2.287 5.225 0.008
H -1.063 4.144 0.696
H -2.453 4.564 1.653
H -3.877 5.069 -1.850
H -4.084 3.857 -3.107
H -2.465 4.325 -2.594
H -4.984 1.913 -3.209
H -5.899 0.959 -2.041
H -4.425 0.305 -2.748
H -5.069 -0.253 1.165
H -3.523 -0.923 0.659
H -4.821 -0.732 -0.512
N 2.919 0.366 0.245
C 3.023 0.767 1.675
C 2.785 2.267 1.816
C 1.358 2.707 1.465
O 1.128 3.917 1.349
O 0.503 1.755 1.295
H 3.133 -0.622 0.142
H 3.612 0.875 -0.295
H 3.995 0.507 2.096
H 2.250 0.233 2.227
H 3.465 2.827 1.169
H 2.981 2.589 2.841
O -0.013 -1.141 1.134
S -1.019 -2.093 1.716
C -0.174 -3.684 2.011
C 1.085 -3.580 2.829
C 2.212 -2.913 2.345
C 3.348 -2.786 3.133
C 3.376 -3.322 4.415
C 2.264 -4.000 4.901
C 1.128 -4.129 4.110
C -1.211 -1.577 3.433
C -2.209 -2.439 4.164
C -3.480 -2.676 3.635
C -4.387 -3.484 4.310
C -4.037 -4.062 5.524
C -2.780 -3.820 6.065
C -1.873 -3.015 5.387
H 0.007 -4.060 1.003
H -0.923 -4.319 2.490
H 2.190 -2.488 1.351
H 4.219 -2.266 2.744
H 4.262 -3.217 5.031
H 2.279 -4.427 5.898
H 0.265 -4.671 4.485
H -1.539 -0.539 3.347
H -0.219 -1.593 3.889
H -3.768 -2.218 2.691
H -5.370 -3.659 3.887
H -4.744 -4.693 6.051
H -2.502 -4.259 7.016
H -0.895 -2.819 5.817
```

2S+1 = 2
Max |F| = 3.132 eV Å⁻¹
Gap between HOMO and LUMO (spin up / spin down) = 0.2800 / 0.2537 Eh
Molecular weight = 820.36 g mol⁻¹
ΔE to the lowest compared entry with this formula, charge and spin = 20.8 kcal/mol



Molecular formula: C39H47Cl2N7OPSiTa
Method: DFT, ωB97M-V/def2-TZVPD

Structure (XYZ):
```
99
C39H47Cl2N7OPSiTa, DFT ωB97M-V/def2-TZVPD
Ta 0.275 -0.405 0.829
C 3.811 1.106 2.908
C 3.433 2.249 3.650
C 2.110 2.653 3.533
C 1.207 2.036 2.645
N 1.596 0.918 2.003
C 2.894 0.513 2.145
N -0.022 2.617 2.520
C -1.077 2.020 2.087
N -1.226 0.691 1.728
C -2.579 0.404 1.868
N -3.122 -0.755 1.992
C -2.458 -1.946 1.859
C -3.146 -3.101 2.217
C -2.613 -4.358 1.987
C -1.388 -4.441 1.363
C -0.707 -3.292 1.098
N -1.211 -2.027 1.320
C -3.343 1.656 1.956
C -4.719 1.913 2.037
C -5.100 3.240 2.277
C -4.147 4.248 2.459
C -2.779 4.000 2.385
C -2.406 2.687 2.131
H 4.802 0.708 2.913
H 4.134 2.771 4.315
H 1.724 3.530 4.058
H 3.127 -0.374 1.610
H -4.137 -2.985 2.659
H -3.212 -5.255 2.233
H -0.944 -5.402 1.083
H 0.245 -3.293 0.609
H -5.458 1.131 1.947
H -6.159 3.462 2.373
H -4.443 5.264 2.662
H -2.050 4.789 2.493
C -4.278 -0.262 -0.758
C -3.155 -1.006 -1.374
C -3.469 -1.899 -2.384
C -2.458 -2.627 -2.961
C -1.145 -2.448 -2.508
C -0.909 -1.523 -1.524
N -1.885 -0.799 -0.974
N 0.367 -1.272 -0.970
Si 1.783 -2.082 -1.732
C 1.680 -1.894 -3.607
C 3.312 -1.417 -0.927
C 1.799 -3.949 -1.338
H -5.088 -0.184 -1.470
H -3.939 0.736 -0.448
H -4.661 -0.782 0.123
H -4.507 -2.009 -2.678
H -2.686 -3.348 -3.768
H -0.386 -3.059 -2.963
H 0.883 -1.204 -3.934
H 1.431 -2.835 -4.081
H 2.620 -1.571 -4.057
H 3.616 -2.048 -0.103
H 3.147 -0.431 -0.509
H 4.147 -1.340 -1.653
H 2.197 -4.217 -0.346
H 2.428 -4.495 -2.034
H 0.855 -4.455 -1.389
Cl -1.507 0.712 -3.912
C -2.655 1.817 -3.156
Cl -2.168 2.472 -1.516
H -3.593 1.274 -2.996
H -2.778 2.666 -3.829
C 1.630 -1.729 4.101
C 1.740 -2.485 2.802
C 3.111 -3.077 2.573
O 1.415 -1.616 1.687
H 1.643 -2.400 4.950
H 0.693 -1.159 4.175
H 2.473 -1.010 4.145
H 0.957 -3.268 2.756
H 3.827 -2.250 2.479
H 3.153 -3.729 1.669
H 3.415 -3.687 3.397
C 1.073 3.594 -0.095
P 1.471 1.928 -0.747
C 3.298 2.006 -0.641
C 1.343 2.177 -2.549
C 2.151 1.406 -3.374
C 2.235 1.602 -4.736
C 1.557 2.696 -5.301
C 0.805 3.543 -4.481
C 0.700 3.279 -3.109
H 1.503 4.354 -0.772
H 1.466 3.722 0.889
H 0.002 3.800 -0.073
H 3.612 2.863 -1.233
H 3.615 2.121 0.387
H 3.802 1.138 -1.017
H 2.684 0.576 -2.920
H 2.828 0.929 -5.362
H 1.603 2.882 -6.369
H 0.220 4.365 -4.902
H 0.069 3.938 -2.510
```

Max |F| = 1.900 eV Å⁻¹
Gap between HOMO and LUMO = 0.2615 Eh
Molecular weight = 940.77 g mol⁻¹
ΔE to the lowest compared entry with this formula, charge and spin = 0.0 kcal/mol
Charge = +2